(1)
Density functional theory data (ωB97M-V with the def2-TZVPD basis set) for C43H46CsN4OP2S as an isolated structure.

Each line ends with the Mulliken charge.
Atoms and positions in Å:
Cs1 0.569 0.138 1.360  1.341
C1 -0.732 3.984 -2.343  -1.135
N1 -0.528 3.097 -1.207  0.631
P1 0.960 3.063 -0.409  -0.068
C2 1.433 4.828 -0.323  -0.249
C3 0.857 5.542 0.730  -0.338
C4 1.065 6.908 0.849  -0.667
C5 1.859 7.575 -0.072  -0.454
C6 2.437 6.873 -1.124  -0.591
C7 2.218 5.510 -1.253  -0.064
C8 2.134 2.372 -1.638  0.547
C9 3.511 2.487 -1.451  -0.620
C10 4.396 1.810 -2.274  -0.645
C11 3.921 0.994 -3.292  -0.479
C12 2.552 0.856 -3.475  -0.625
C13 1.667 1.536 -2.653  -0.232
P2 -1.813 2.312 -0.194  0.228
C14 -2.213 3.507 1.029  0.155
C15 -2.085 3.167 2.414  -0.744
C16 -2.197 4.107 3.404  -0.469
C17 -2.451 5.467 3.106  -0.722
C18 -2.596 5.818 1.758  -0.631
C19 -2.479 4.891 0.749  0.080
C20 -3.157 2.348 -1.448  -0.220
C21 -4.393 2.930 -1.157  -0.366
C22 -5.457 2.806 -2.037  -0.585
C23 -5.313 2.085 -3.216  -0.432
C24 -4.094 1.487 -3.507  -0.663
C25 -3.030 1.616 -2.631  -0.041
H1 -0.065 3.724 -3.174  0.282
H2 -0.547 5.033 -2.081  0.237
H3 -1.756 3.907 -2.704  0.487
H4 0.225 5.036 1.451  0.306
H5 0.593 7.440 1.666  0.422
H6 2.022 8.643 0.023  0.339
H7 3.051 7.389 -1.854  0.383
H8 2.656 4.974 -2.085  0.339
H9 3.899 3.094 -0.641  0.484
H10 5.462 1.902 -2.102  0.375
H11 4.613 0.453 -3.925  0.359
H12 2.167 0.206 -4.252  0.413
H13 0.597 1.417 -2.781  0.319
H14 -1.897 2.132 2.704  0.345
H15 -2.088 3.794 4.437  0.361
H16 -2.539 6.205 3.893  0.340
H17 -2.790 6.854 1.491  0.347
H18 -2.571 5.217 -0.282  0.297
H19 -4.508 3.476 -0.229  0.348
H20 -6.408 3.267 -1.793  0.372
H21 -6.149 1.975 -3.896  0.343
H22 -3.974 0.902 -4.411  0.387
H23 -2.089 1.128 -2.863  0.238
O1 1.420 -0.775 3.639  -0.928
N2 2.334 -1.695 3.752  0.550
C26 2.093 -2.700 4.625  -0.174
C27 2.968 -3.740 4.809  -0.864
C28 4.148 -3.742 4.062  -0.176
C29 4.385 -2.711 3.189  -0.580
C30 3.484 -1.640 2.996  -0.220
S1 3.798 -0.382 1.896  -0.299
H24 1.144 -2.588 5.126  0.403
H25 2.720 -4.528 5.505  0.374
H26 4.862 -4.549 4.165  0.366
H27 5.283 -2.681 2.587  0.394
C31 0.833 -4.105 1.164  1.730
C32 1.243 -5.593 1.043  -0.870
N3 1.953 -5.827 -0.219  -0.275
C33 3.150 -4.985 -0.234  -0.781
C34 2.766 -3.491 -0.089  0.310
N4 1.312 -3.352 0.003  0.028
C35 0.704 -3.920 -1.204  -0.293
C36 1.080 -5.418 -1.327  -0.654
H28 1.252 -3.648 2.065  -0.713
H29 -0.248 -4.011 1.197  -0.859
H30 0.359 -6.236 1.065  0.378
H31 1.903 -5.896 1.862  0.319
H32 3.684 -5.171 -1.171  0.256
H33 3.801 -5.305 0.586  0.452
H34 3.108 -2.908 -0.949  0.499
H35 3.216 -3.041 0.794  -0.648
H36 1.063 -3.345 -2.064  0.406
H37 -0.376 -3.775 -1.126  0.011
H38 1.610 -5.625 -2.262  0.264
H39 0.186 -6.045 -1.305  0.401
C37 -2.282 -2.532 0.174  -1.531
C38 -2.897 -3.759 0.076  1.255
C39 -3.748 -4.118 -1.034  -0.740
C40 -4.322 -5.357 -1.163  -0.229
C41 -4.128 -6.377 -0.220  -0.667
C42 -3.323 -6.061 0.879  -0.319
C43 -2.737 -4.826 1.035  -0.526
H40 -1.555 -2.337 0.955  0.118
H41 -2.421 -1.775 -0.587  0.196
H42 -3.936 -3.368 -1.797  0.300
H43 -4.948 -5.542 -2.034  0.323
H44 -4.588 -7.351 -0.330  0.349
H45 -3.150 -6.808 1.652  0.305
H46 -2.151 -4.642 1.931  0.295

Properties
HOMO level (alpha / beta) in eV: 0.55 / -0.15
Net charge: -2
2S+1: 2
Orbital gap (alpha / beta) in eV: 3.07 / 3.76
Max |F| in hartree/bohr: 0.020
Energy in hartree: -3061.37007
⟨S²⟩: 0.764

(2)
Density functional theory data (ωB97M-V with the def2-TZVPD basis set) for C33H23Br2N4O10Ru as an isolated structure.

Each line ends with the natural charge from an NBO analysis.
Atoms and positions in Å:
Ru1 -0.610 -1.171 1.420  1.475
C1 -0.677 -2.593 3.523  -0.301
C2 0.623 -2.053 3.372  -0.303
C3 1.205 -2.632 2.217  -0.291
C4 0.262 -3.518 1.655  -0.267
C5 -0.898 -3.496 2.465  -0.248
H1 -1.374 -2.360 4.313  0.236
H2 1.097 -1.345 4.034  0.236
H3 2.189 -2.425 1.828  0.242
H4 0.392 -4.091 0.752  0.246
H5 -1.802 -4.055 2.288  0.240
C6 -2.106 1.094 3.794  -0.254
O1 -0.930 0.878 3.007  -0.532
C7 0.036 1.838 3.064  0.339
C8 -0.044 2.993 3.815  -0.309
C9 1.017 3.898 3.779  -0.075
Br1 0.907 5.474 4.817  0.070
C10 2.125 3.671 3.003  -0.250
C11 2.205 2.504 2.234  -0.085
C12 1.166 1.579 2.278  0.283
O2 1.179 0.422 1.590  -0.716
C13 3.347 2.236 1.356  0.384
N1 3.433 1.170 0.596  -0.512
C14 4.631 1.292 -0.097  0.084
C15 5.213 0.449 -1.041  -0.188
C16 6.425 0.832 -1.577  -0.221
C17 7.052 2.029 -1.190  -0.200
C18 6.484 2.874 -0.257  -0.255
C19 5.263 2.478 0.276  0.161
N2 4.416 3.065 1.203  -0.537
H6 -1.835 1.185 4.847  0.180
H7 -2.738 0.230 3.626  0.241
H8 -2.615 1.997 3.454  0.189
H9 -0.907 3.206 4.424  0.242
H10 2.919 4.405 2.987  0.216
H11 2.034 0.362 1.056  0.550
H12 4.723 -0.469 -1.338  0.229
H13 6.905 0.203 -2.314  0.221
H14 8.001 2.295 -1.635  0.219
H15 6.967 3.796 0.036  0.220
H16 4.558 3.943 1.670  0.422
Br2 -8.757 -1.330 -1.744  0.063
C20 -7.022 -1.399 -0.996  -0.064
C21 -6.687 -0.518 0.021  -0.251
C22 -5.416 -0.578 0.569  -0.161
C23 -4.491 -1.500 0.096  -0.105
C24 -4.842 -2.369 -0.930  -0.161
C25 -6.114 -2.328 -1.479  -0.250
C26 -3.113 -1.548 0.656  0.766
O3 -2.227 -2.218 0.076  -0.691
O4 -2.831 -0.891 1.710  -0.749
H17 -7.411 0.202 0.376  0.229
H18 -5.128 0.096 1.364  0.230
H19 -4.107 -3.071 -1.299  0.237
H20 -6.396 -3.003 -2.275  0.230
O5 -0.967 0.192 -0.486  -0.694
C27 -0.192 -0.569 -1.104  0.757
O6 0.600 -1.361 -0.502  -0.716
C28 -0.243 -0.608 -2.598  -0.070
C29 0.713 -1.313 -3.314  -0.140
C30 0.623 -1.328 -4.691  0.006
C31 -0.381 -0.689 -5.389  -0.159
C32 -1.313 -0.006 -4.635  0.017
C33 -1.268 0.057 -3.257  -0.147
N3 -2.411 0.691 -5.345  0.535
O7 -3.234 1.266 -4.669  -0.361
O8 -2.412 0.638 -6.555  -0.369
N4 1.650 -2.066 -5.462  0.536
O9 1.526 -2.102 -6.666  -0.366
O10 2.550 -2.584 -4.837  -0.369
H21 1.504 -1.839 -2.801  0.271
H22 -0.434 -0.721 -6.466  0.284
H23 -2.012 0.604 -2.698  0.279

Properties
HOMO level (alpha / beta) in eV: -8.01 / -8.78
2S+1: 6
Orbital gap (alpha / beta) in eV: 7.29 / 8.03
Max |F| in hartree/bohr: 0.007
Energy in hartree: -7485.52143
⟨S²⟩: 8.759